DFT (ωB97M-V/def2-TZVPD) results for C48H66N3O4P3SiTi as an isolated structure at a distorted geometry.

Values from the calculation:
HOMO level (spin up / spin down): -4.79 / -7.81 eV
Multiplicity: 3
Largest force on an atom: 1.1 eV/A
ΔE to the lowest compared entry with this formula, charge and spin: 0.0 kcal per mole
⟨S²⟩: 2.04
Calculated total energy: -122367.14448 eV

The geometry in XYZ format:
```
126
C48H66N3O4P3SiTi (ωB97M-V/def2-TZVPD)
Ti -0.544 0.575 -0.069
C 1.041 4.518 -3.197
C 0.893 3.651 -1.946
C 2.031 3.919 -0.958
P 0.541 1.849 -2.189
C -0.487 1.910 -3.746
C -1.787 2.720 -3.605
C -0.791 0.516 -4.303
C 1.973 0.930 -2.870
C 2.957 1.487 -3.689
C 3.919 0.679 -4.281
C 3.894 -0.696 -4.072
C 2.917 -1.252 -3.255
C 1.944 -0.456 -2.639
Si 0.672 -1.156 -1.402
C 1.716 -2.273 -0.263
C 1.588 -3.668 -0.229
C 2.223 -4.431 0.747
C 2.997 -3.809 1.716
C 3.152 -2.430 1.692
C 2.527 -1.654 0.716
P 2.741 0.171 0.598
C 4.394 0.210 -0.295
C 4.898 1.641 -0.509
C 5.532 -0.674 0.219
C 2.991 0.723 2.360
C 4.398 0.667 2.957
C 2.417 2.138 2.547
C -0.522 -2.325 -2.296
C -0.125 -3.139 -3.368
C -0.992 -4.049 -3.952
C -2.291 -4.174 -3.465
C -2.707 -3.375 -2.414
C -1.841 -2.440 -1.832
P -2.415 -1.416 -0.415
C -4.044 -0.680 -0.950
C -5.292 -1.481 -0.589
C -4.066 -0.310 -2.436
C -2.923 -2.731 0.779
C -3.244 -2.087 2.136
C -1.870 -3.841 0.876
H 1.153 5.559 -2.879
H 0.175 4.470 -3.856
H 1.928 4.265 -3.781
H -0.026 3.956 -1.443
H 2.984 3.977 -1.487
H 2.113 3.147 -0.194
H 1.877 4.875 -0.451
H 0.174 2.420 -4.447
H -2.581 2.101 -3.193
H -2.110 3.064 -4.590
H -1.696 3.598 -2.962
H -1.274 -0.112 -3.553
H 0.106 -0.003 -4.643
H -1.475 0.601 -5.154
H 2.982 2.556 -3.868
H 4.685 1.121 -4.909
H 4.643 -1.331 -4.533
H 2.937 -2.322 -3.059
H 0.955 -4.164 -0.960
H 2.102 -5.509 0.758
H 3.482 -4.394 2.489
H 3.751 -1.959 2.463
H 4.101 -0.180 -1.267
H 4.981 2.199 0.431
H 4.246 2.192 -1.175
H 5.893 1.616 -0.965
H 6.046 -0.226 1.071
H 6.266 -0.771 -0.587
H 5.216 -1.680 0.489
H 2.355 0.033 2.918
H 5.080 1.343 2.436
H 4.840 -0.330 2.944
H 4.351 0.996 4.001
H 3.131 2.891 2.195
H 2.228 2.332 3.607
H 1.486 2.290 2.006
H 0.885 -3.051 -3.760
H -0.660 -4.663 -4.781
H -2.975 -4.889 -3.906
H -3.721 -3.482 -2.044
H -4.080 0.256 -0.392
H -5.353 -2.429 -1.131
H -6.165 -0.889 -0.875
H -5.378 -1.689 0.477
H -4.121 -1.199 -3.068
H -3.191 0.260 -2.731
H -4.950 0.302 -2.638
H -3.838 -3.171 0.381
H -2.349 -1.668 2.592
H -3.660 -2.830 2.823
H -3.969 -1.273 2.049
H -0.859 -3.446 0.921
H -1.911 -4.504 0.009
H -2.038 -4.445 1.776
O -2.062 1.368 -1.029
C -2.053 2.362 -0.198
O -0.929 2.558 0.399
C -3.254 3.083 0.144
C -4.448 3.026 -0.632
C -5.578 3.680 -0.130
C -5.576 4.324 1.097
C -4.375 4.324 1.876
C -3.223 3.740 1.358
N -4.321 4.857 3.153
O -3.261 4.697 3.852
O -5.356 5.404 3.610
H -4.470 2.497 -1.578
H -6.491 3.674 -0.717
H -6.453 4.818 1.491
H -2.323 3.805 1.949
C -1.446 2.544 4.952
C -0.974 1.398 4.120
C -0.477 0.148 4.440
C -0.180 -0.479 3.224
N -0.498 0.316 2.192
N -0.966 1.460 2.793
C 0.401 -1.840 3.070
H -1.607 2.215 5.977
H -2.377 2.973 4.566
H -0.701 3.342 4.964
H -0.338 -0.265 5.430
H -1.175 2.252 2.209
H 1.295 -1.935 3.688
H 0.683 -2.047 2.044
H -0.313 -2.596 3.402
```